(1)
{"formula": "C16H25NO", "method": "ωB97M-V with the def2-TZVPD basis set", "e_above_lowest_kcal_mol": 353.10, "e_homo_ev": -7.570, "multiplicity": 1, "e_lumo_ev": 0.730, "homo_lumo_gap_ev": 8.3, "e_tot_ev": -20521.242, "species": ["C", "C", "H", "H", "C", "C", "C", "C", "C", "C", "C", "H", "H", "O", "C", "C", "N", "C", "C", "H", "H", "C", "H", "H", "C", "H", "H", "H", "H", "H", "H", "H", "H", "H", "H", "C", "H", "H", "H", "H", "H", "H", "H"], "positions_angstrom": [[-6.69398, -0.27584, 0.37584], [-5.10747, -0.61075, 0.16481], [-4.75797, -0.95973, 1.07660], [-5.06088, -1.37113, -0.65000], [-4.36767, 0.45652, -0.27098], [-2.98774, 0.20210, 0.09884], [-2.25741, 0.76975, 1.20360], [-0.85610, 0.60775, 1.07940], [-0.27250, -0.32656, 0.27903], [-0.93495, -1.01207, -0.62748], [-2.37022, -0.44327, -0.75198], [-2.97848, -1.04018, -1.65092], [-0.51167, -1.88050, -1.38979], [1.11929, -0.50371, 0.65989], [1.78418, -1.50843, -0.33844], [3.19119, -1.54824, 0.34058], [4.03364, -0.57442, -0.29847], [3.56859, 0.84727, 0.23185], [4.94790, 1.90612, -0.07223], [5.13384, 2.22531, 1.07993], [4.59963, 2.64788, -0.74487], [5.79362, 0.96981, -0.44649], [5.89619, 1.05074, -1.63365], [6.85099, 1.15343, -0.07106], [5.43263, -0.33564, -0.41406], [5.91966, -1.28775, -0.80184], [5.72283, -0.88586, 0.87744], [2.79133, 1.42677, -0.45933], [3.21647, 0.80973, 1.31624], [3.33463, -1.56407, 1.39146], [3.72554, -2.32889, -0.20581], [1.70042, -1.20355, -1.38637], [1.39752, -2.45970, -0.08922], [-0.26514, 0.93307, 1.94741], [-2.65700, 1.56127, 1.69408], [-4.61069, 1.41295, -1.47470], [-4.48279, 0.45813, -2.44951], [-3.96484, 2.04909, -1.44288], [-5.68493, 1.63646, -1.57272], [-4.76126, 1.53065, 0.71607], [-6.82738, 0.40469, 1.21518], [-7.44139, -1.09476, 0.80919], [-7.24324, 0.04905, -0.62007]], "forces_ev_per_a": [[-1.521, -1.565, -0.811], [-7.151, -3.195, -1.403], [0.744, -1.043, 1.503], [0.005, -0.247, 0.733], [-0.244, 9.556, 3.231], [-1.759, 5.409, 4.839], [3.330, -1.672, -4.013], [-3.172, 1.175, 4.040], [4.815, -0.604, 1.561], [-3.264, -1.035, -3.909], [5.813, -10.152, -8.505], [1.581, 1.948, 2.210], [-1.332, 2.667, 2.270], [-1.983, -1.801, -3.577], [1.035, 2.294, 4.743], [2.228, -0.768, -5.153], [-2.885, 7.886, -0.692], [0.059, 1.947, -2.249], [-8.209, 2.360, 8.058], [-0.261, 0.144, -2.886], [0.145, 0.858, -0.176], [9.912, -0.018, -7.365], [0.346, 0.497, 1.626], [-0.993, -0.590, -0.645], [-0.955, -11.846, 7.166], [-0.054, 2.109, -0.829], [0.282, 1.563, -1.884], [0.960, -1.976, 1.676], [0.582, 0.061, -1.477], [-0.583, -0.226, 1.239], [-0.539, -1.805, 1.053], [0.353, 0.060, 0.470], [-1.100, -1.015, -0.277], [0.043, 0.376, -0.742], [-1.270, 1.846, 2.140], [-7.688, -13.407, -2.295], [0.002, 3.367, 2.080], [7.116, 7.581, -0.368], [0.791, 0.494, 0.215], [1.043, -2.610, -1.947], [0.357, 0.889, -0.510], [2.102, 0.721, -1.266], [1.320, -0.236, 2.125]], "mulliken_charge": [-1.2116, -0.3644, 0.4344, 0.2340, 0.4363, 0.1891, -1.0426, -0.3025, 0.5273, -0.7475, 0.3028, 0.0118, 0.1973, -0.2655, -0.6595, -1.2698, 0.1602, -0.4357, -0.5573, 0.2018, 0.3961, -0.2767, 0.0916, 0.2743, -0.7741, 0.3660, 0.2157, 0.0676, 0.2777, 0.4766, 0.4816, 0.4827, 0.5679, 0.3182, 0.4228, -1.4683, 0.1697, 0.5897, 0.3575, 0.1929, 0.3658, 0.3306, 0.2354]}

=====

(2)
{"formula": "C14H15I2NO4Ru", "method": "ωB97M-V with the def2-TZVPD basis set", "e_homo_ev": [-12.217, -12.219], "multiplicity": 2, "s_squared": 0.802, "e_lumo_ev": [-5.396, -5.322], "homo_lumo_gap_ev": [6.8, 6.9], "charge": 1, "e_tot_ev": -43214.850, "species": ["Ru", "O", "C", "O", "C", "C", "C", "C", "C", "N", "C", "O", "O", "H", "H", "H", "H", "I", "C", "I", "H", "H", "C", "C", "C", "C", "C", "C", "H", "H", "H", "H", "H", "H", "H", "H", "H"], "positions_angstrom": [[0.10891, -1.25548, -0.43763], [3.38131, 0.66082, -2.91433], [2.59721, -0.01398, -2.10793], [1.46041, -0.36328, -2.39083], [3.19271, -0.34088, -0.78863], [4.49201, -0.03438, -0.40573], [4.92781, -0.43408, 0.85147], [4.07251, -1.14848, 1.67947], [2.79371, -1.41888, 1.21117], [2.37161, -1.01008, 0.02777], [1.79441, -2.34768, 1.95637], [2.13971, -2.86888, 2.98567], [0.71351, -2.49128, 1.30757], [2.96211, 0.86462, -3.77013], [5.13431, 0.49242, -1.09193], [5.92741, -0.19688, 1.17697], [4.36821, -1.52648, 2.64607], [-2.38259, -2.90178, 0.53177], [-1.26569, -4.25938, -0.70443], [-0.47609, -3.20128, -2.43433], [-1.91689, -5.05768, -1.05043], [-0.42299, -4.63228, -0.12713], [-3.47749, 2.01212, 1.67487], [-2.87759, 2.14422, 0.26607], [-3.87079, 1.60262, -0.78253], [-2.54499, 3.61702, -0.02673], [-1.71109, 1.31082, 0.13787], [-0.82109, 0.49022, -0.09053], [-4.41149, 2.56692, 1.71127], [-2.80579, 2.41602, 2.42947], [-3.68389, 0.96922, 1.90747], [-4.77649, 2.20252, -0.76403], [-4.12819, 0.57262, -0.54693], [-3.44199, 1.64142, -1.78203], [-3.47259, 4.18152, -0.08943], [-2.01019, 3.72102, -0.96853], [-1.93979, 4.03712, 0.77277]], "forces_ev_per_a": [[2.238, 0.476, 2.945], [0.384, 0.112, -0.144], [-0.887, -0.090, -0.136], [-0.026, 0.351, -0.030], [0.469, 0.082, 0.390], [-0.444, -0.077, -0.311], [-0.218, -0.129, 0.294], [0.089, 0.177, -0.507], [-0.532, -0.728, 0.555], [-1.327, 0.501, -0.991], [2.320, 1.267, 0.148], [-0.359, -0.073, -0.146], [-3.118, 0.186, -2.046], [-0.135, -0.178, 0.293], [0.081, 0.070, -0.027], [0.140, 0.015, 0.015], [-0.039, -0.011, 0.073], [0.507, 0.087, -0.660], [-0.219, 0.177, -0.040], [-0.023, -0.560, 0.642], [0.060, 0.141, -0.024], [-0.056, 0.158, -0.095], [0.073, -0.052, -0.154], [-0.490, 0.665, -0.034], [0.026, 0.066, 0.123], [-0.061, -0.181, 0.029], [1.581, -1.472, -0.397], [0.195, -1.103, 0.232], [-0.103, 0.063, 0.033], [0.047, -0.010, 0.027], [-0.033, -0.053, 0.057], [-0.123, 0.072, 0.000], [-0.062, -0.104, -0.055], [0.002, 0.010, -0.040], [-0.060, 0.088, 0.012], [0.009, 0.009, -0.051], [0.092, 0.050, 0.020]], "mulliken_charge": [0.4173, -0.4009, 0.2282, -0.5202, 0.3424, -0.5525, -0.3171, -0.5768, 0.4154, 0.0623, 0.4025, -0.5888, -0.3911, 0.4073, 0.5184, 0.4629, 0.5181, 0.2277, -0.8588, 0.2391, 0.4684, 0.3788, -1.4464, 1.7576, -1.5365, -1.5138, 0.7303, -1.3124, 0.3738, 0.3979, 0.3475, 0.4198, 0.3587, 0.3921, 0.3635, 0.3889, 0.3963]}

=====

Q: The lowest multiplicity belongs to which entry?
A: C16H25NO

=====

Q: What is the formula in the second record?
A: C14H15I2NO4Ru

=====

Q: Which value of multiplicity does entry 2 give?
A: 2

=====

Q: multiplicity of number 2 (C14H15I2NO4Ru)?
A: 2